[1]
{"formula": "C2H12O3S", "method": "ωB97M-V with the def2-TZVPD basis set", "homo_ev": -8.483, "gap_ev": 9.131, "e_above_lowest_kcal_mol": 25.0, "e_lumo_ha": 0.0238, "elements": ["C", "S", "C", "H", "H", "H", "H", "H", "H", "O", "H", "H", "O", "H", "H", "O", "H", "H"], "xyz": [[3.6408, 0.5174, -1.4444], [3.8535, 0.6743, -3.2760], [2.3772, 1.6282, -3.6902], [2.6335, 0.8429, -1.1902], [4.3148, 1.2065, -0.9445], [3.8200, -0.5437, -1.3146], [1.4407, 1.0841, -3.7015], [2.2743, 2.4432, -2.9700], [2.5976, 2.0942, -4.6506], [-0.1280, -2.3231, 0.4439], [-0.8428, -2.6363, -0.1203], [0.6568, -2.6360, -0.0178], [-4.4498, 1.0882, 3.6317], [-5.3802, 0.8744, 3.4916], [-4.0257, 0.7622, 2.8215], [-3.9593, -1.6739, 4.2113], [-4.5443, -2.3315, 3.8412], [-4.2790, -1.0711, 4.8790]]}

=====

[2]
{"formula": "C2H4N4O", "method": "ωB97M-V with the def2-TZVPD basis set", "homo_ev": -8.879, "gap_ev": 9.680, "e_above_lowest_kcal_mol": 79.3, "e_lumo_ha": 0.0295, "elements": ["O", "N", "C", "C", "N", "N", "N", "H", "H", "H", "H"], "xyz": [[-2.0668, 0.8777, 0.6845], [-0.6627, 1.2475, 0.9007], [0.0239, 0.2322, 0.2138], [-0.3128, -0.3504, -0.9779], [0.7591, -1.1045, -1.2073], [1.7522, -1.0086, -0.2892], [1.2249, -0.1432, 0.6022], [-2.4382, 1.8030, 0.5259], [-0.4480, 1.2125, 1.9232], [-1.2614, -0.3990, -1.5375], [0.9010, -1.8671, -1.8475]]}

=====

[3]
{"formula": "C25H31N3O3S", "method": "ωB97M-V with the def2-TZVPD basis set", "homo_ev": -8.116, "gap_ev": 8.664, "e_above_lowest_kcal_mol": 57.1, "e_lumo_ha": 0.0201, "elements": ["C", "O", "C", "C", "C", "C", "C", "N", "C", "S", "N", "C", "C", "C", "N", "C", "C", "O", "C", "C", "C", "C", "C", "C", "C", "C", "C", "C", "C", "C", "O", "C", "H", "H", "H", "H", "H", "H", "H", "H", "H", "H", "H", "H", "H", "H", "H", "H", "H", "H", "H", "H", "H", "H", "H", "H", "H", "H", "H", "H", "H", "H", "H"], "xyz": [[5.8750, -3.8348, 3.7040], [4.5621, -3.8241, 3.1976], [3.9436, -2.6266, 3.0169], [4.5130, -1.3845, 3.2803], [3.7686, -0.2362, 3.0650], [2.4775, -0.2946, 2.5832], [1.9089, -1.5369, 2.2975], [0.6006, -1.6708, 1.8257], [-0.2420, -0.7071, 1.3349], [-1.8465, -0.8463, 1.7247], [0.2527, 0.2782, 0.5458], [-0.6052, 1.4076, 0.2373], [-1.4707, 1.2438, -1.0133], [-2.4265, 2.4290, -1.1572], [-3.2005, 2.6682, 0.0459], [-4.2099, 1.6489, 0.2872], [-4.8991, 1.9324, 1.6199], [-5.4924, 3.2116, 1.6401], [-4.5252, 4.1992, 1.3846], [-3.8368, 3.9733, 0.0381], [1.3758, -0.0029, -0.3537], [2.1945, 1.2410, -0.6851], [0.8755, -0.6825, -1.6003], [0.0682, -1.7664, -1.7335], [-0.0836, -1.9843, -3.1361], [-0.7685, -2.9055, -3.9250], [-0.6659, -2.7908, -5.2941], [0.0995, -1.7847, -5.8867], [0.7873, -0.8591, -5.1273], [0.6831, -0.9745, -3.7508], [1.2608, -0.1890, -2.8100], [2.6419, -2.6932, 2.5260], [6.1550, -4.8847, 3.7723], [6.5693, -3.3188, 3.0331], [5.9256, -3.3820, 4.6993], [5.5185, -1.2991, 3.6584], [4.2078, 0.7244, 3.2892], [1.9003, 0.6057, 2.4480], [0.1029, -2.4769, 2.1822], [0.0207, 2.2964, 0.1415], [-1.2749, 1.5540, 1.0868], [-2.0274, 0.3097, -0.9414], [-0.8528, 1.1986, -1.9108], [-3.0754, 2.2624, -2.0362], [-1.8360, 3.3314, -1.3449], [-3.7334, 0.6717, 0.3480], [-4.9631, 1.6347, -0.5213], [-5.7033, 1.2169, 1.7957], [-4.1571, 1.8513, 2.4275], [-5.0502, 5.1564, 1.3939], [-3.7632, 4.1904, 2.1792], [-3.0747, 4.7420, -0.1123], [-4.5871, 4.0558, -0.7693], [2.0363, -0.7074, 0.1629], [3.0995, 0.9352, -1.2033], [1.6481, 1.9180, -1.3351], [2.4762, 1.7590, 0.2277], [-0.3770, -2.3356, -0.9434], [-1.3621, -3.6828, -3.4693], [-1.1876, -3.4918, -5.9285], [0.1538, -1.7301, -6.9635], [1.3807, -0.0792, -5.5771], [2.2144, -3.6637, 2.3292]]}

=====

[4]
{"formula": "CH3BrCl2Si", "method": "ωB97M-V with the def2-TZVPD basis set", "homo_ev": -8.563, "gap_ev": 6.477, "e_above_lowest_kcal_mol": 52.0, "e_lumo_ha": -0.0767, "elements": ["C", "Si", "Cl", "Cl", "Br", "H", "H", "H"], "xyz": [[1.0332, -0.5142, 0.0783], [-0.7364, 0.0112, 0.1615], [-1.3981, 0.7723, 1.8588], [-1.2282, 3.1002, -1.5650], [-2.0225, -1.1572, -1.1066], [1.1318, -1.6205, 0.0564], [1.6295, -0.0242, -0.5841], [1.5905, -0.5676, 1.1007]]}

=====

[5]
{"formula": "C10H9HoI2N3O4SYb", "method": "ωB97M-V with the def2-TZVPD basis set", "homo_ev": [-22.332, -22.340], "spin_multiplicity": 6, "total_charge": 4, "s2": 8.76, "gap_ev": [6.760, 5.673], "e_above_lowest_kcal_mol": 0.0, "e_lumo_ha": [-0.5722, -0.6125], "elements": ["I", "I", "Ho", "Yb", "S", "C", "C", "C", "C", "C", "C", "C", "C", "O", "O", "O", "O", "H", "H", "H", "H", "H", "H", "H", "H", "H", "N", "C", "N", "C", "N"], "xyz": [[3.8477, -1.3924, 0.7920], [3.6713, 1.4314, 0.8797], [0.4779, 1.7376, 0.0992], [0.4173, -1.8759, 0.1821], [1.0367, -0.0395, -1.7058], [-1.7893, -1.7610, -0.8860], [-1.6855, -2.2564, 1.4663], [0.6205, -0.0264, -3.5295], [1.5009, 1.0495, -4.1658], [-0.8367, 0.2960, -3.7375], [0.9838, -1.4050, -4.0659], [-1.2120, 2.6198, 1.6824], [-1.8472, 1.3059, -0.3827], [-2.7187, -2.0160, 1.9273], [-2.9017, -1.7236, -1.2025], [-2.0674, 2.8213, 2.4322], [-2.9840, 1.1240, -0.4706], [1.3670, 1.0604, -5.2580], [2.5667, 0.8722, -3.9561], [1.2582, 2.0562, -3.7882], [-1.0717, 0.2297, -4.8211], [-1.0910, 1.3176, -3.4065], [-1.4997, -0.4018, -3.2055], [0.8215, -1.4383, -5.1576], [0.3726, -2.1850, -3.6057], [2.0446, -1.6350, -3.8671], [0.2026, -0.0180, 1.4368], [0.1849, -0.1613, 2.6491], [0.1134, -0.5540, 3.8332], [0.1180, 0.2025, 4.9198], [0.0992, 0.7652, 5.9413]]}

=====

[6]
{"formula": "C25H57Li3N9O14", "method": "ωB97M-V with the def2-TZVPD basis set", "homo_ev": -4.111, "total_charge": -1, "gap_ev": 5.319, "e_lumo_ha": 0.0444, "elements": ["Li", "Li", "Li", "C", "C", "C", "O", "C", "C", "C", "O", "O", "O", "H", "H", "C", "C", "C", "O", "H", "H", "H", "H", "H", "H", "H", "C", "C", "C", "O", "H", "H", "H", "H", "H", "H", "H", "C", "O", "N", "N", "H", "H", "H", "H", "C", "O", "N", "N", "H", "H", "H", "H", "C", "O", "N", "N", "H", "H", "H", "H", "C", "O", "N", "N", "H", "H", "H", "H", "C", "C", "C", "C", "C", "C", "N", "O", "C", "C", "C", "H", "H", "H", "H", "H", "H", "H", "H", "H", "H", "H", "H", "H", "H", "H", "H", "H", "H", "H", "O", "H", "H", "O", "H", "H", "O", "H", "H"], "xyz": [[2.0932, -2.7613, -2.8345], [-0.6393, -2.8469, -2.5865], [1.7320, 0.3012, -2.5937], [2.2376, 0.6681, -6.5933], [2.0398, 0.7907, -5.2421], [0.8783, 1.6842, -4.7440], [0.5940, 1.6228, -3.4948], [0.2803, 2.5291, -5.6301], [0.5608, 2.5024, -7.0399], [1.5899, 1.4944, -7.5513], [1.8292, 1.4317, -8.7524], [0.0335, 3.2910, -7.8010], [2.7471, 0.1889, -4.3661], [2.9939, -0.0331, -6.9219], [-0.4836, 3.2281, -5.3083], [0.1757, -5.5795, -0.9095], [0.3185, -5.5253, -2.4371], [-1.0508, -5.8505, -3.0424], [0.8101, -4.3154, -2.8956], [1.1200, -5.3186, -0.4149], [-0.1126, -6.5678, -0.5425], [-0.5434, -4.8204, -0.5858], [1.0028, -6.3432, -2.7255], [-1.0072, -5.7814, -4.1342], [-1.8310, -5.1493, -2.7344], [-1.3209, -6.8861, -2.8148], [-0.1638, 0.2896, -0.4461], [0.5940, -1.0224, -0.6894], [0.0483, -2.1599, 0.1709], [0.7402, -1.3274, -2.0264], [-1.2333, 0.2427, -0.6360], [0.2982, 1.1164, -0.9888], [-0.0139, 0.5380, 0.6136], [1.5965, -0.8331, -0.2301], [-0.9634, -2.4381, -0.1552], [-0.0136, -1.8998, 1.2287], [0.6609, -3.0325, -0.0657], [1.0586, 5.0962, -2.6320], [1.0188, 6.2130, -2.1205], [1.9042, 4.7953, -3.6750], [0.2891, 4.0686, -2.1811], [2.5326, 5.5477, -3.8840], [1.6070, 4.1390, -4.3860], [0.3216, 3.1539, -2.6424], [-0.3543, 4.3153, -1.4542], [-3.5562, -2.1353, -1.8444], [-2.6493, -2.7473, -2.4048], [-3.4275, -0.8039, -1.5236], [-4.6858, -2.7515, -1.3978], [-2.8145, -0.2765, -2.1257], [-4.1966, -0.3222, -1.0876], [-4.6669, -3.7478, -1.2966], [-5.5080, -2.2311, -1.1532], [-4.2499, -3.7628, 1.3634], [-4.8165, -2.6919, 1.5664], [-2.9743, -3.8778, 0.8843], [-4.8230, -4.9477, 1.7540], [-2.5678, -4.7828, 0.7195], [-2.4337, -3.0481, 0.7171], [-4.3571, -5.8351, 1.7043], [-5.6990, -4.9081, 2.2391], [0.0115, -5.9680, 3.6364], [-0.7235, -6.2909, 4.5500], [1.2644, -6.5004, 3.4623], [-0.3114, -5.0027, 2.7129], [1.9290, -6.0987, 2.8256], [1.5739, -7.1677, 4.1421], [0.3774, -4.7296, 2.0368], [-1.1083, -4.4316, 2.9274], [2.9823, 3.7611, 1.7362], [1.5978, 4.0594, 2.2928], [0.7404, 2.8032, 2.0569], [-0.5850, 2.8176, 2.7954], [-0.3210, 3.0221, 4.2760], [0.4837, 4.3088, 4.5367], [1.7009, 4.2440, 3.7398], [2.5055, 5.4042, 3.9901], [-0.4125, 5.5463, 4.3451], [0.8819, 4.3079, 6.0094], [0.9881, 5.2220, 1.4927], [3.6456, 4.6235, 1.7378], [2.8868, 3.3872, 0.7138], [3.4375, 2.9594, 2.3275], [0.6124, 2.6335, 0.9876], [1.2709, 1.8908, 2.3793], [-1.1813, 1.9138, 2.6525], [-1.1675, 3.6526, 2.3910], [0.3100, 2.1981, 4.6277], [-1.2046, 3.0814, 4.9111], [-1.1481, 5.5256, 3.5412], [-1.0557, 5.5827, 5.2337], [0.1530, 6.4747, 4.3005], [1.5848, 3.5210, 6.2959], [1.3679, 5.2442, 6.3059], [0.0122, 4.2313, 6.6653], [0.8186, 4.9641, 0.4444], [1.7034, 6.0465, 1.4568], [0.0286, 5.5499, 1.8754], [3.2569, 5.0303, 4.4589], [2.9458, 1.4332, -1.5746], [3.7636, 1.7224, -1.9924], [3.1575, 1.3050, -0.6444], [-2.4707, -0.9207, 1.7137], [-2.2019, -0.2435, 1.0830], [-3.2413, -1.3550, 1.3164], [2.2224, -3.5931, 2.1056], [2.8978, -2.9154, 2.1972], [1.4708, -3.1368, 1.7064]]}

=====

| no. | F_max (eV/Å) | calculated total energy (eV) |
| --- | --- | --- |
| 1 | 1.70 | -19245.6545 |
| 2 | 3.52 | -10143.6978 |
| 3 | 1.07 | -47875.7177 |
| 4 | 5.25 | -104050.9764 |
| 5 | 6.48 | -107494.1025 |
| 6 | 1.42 | -69551.2964 |